Record 1
Entry from the Open Molecules 2025 dataset: a 10-piece molecular cluster, C33H63N3O21 overall (wB97M-V/def2-TZVPD).

Geometry as XYZ:
```
120
Properties=species:S:1:pos:R:3:forces:R:3
C -11.655 -24.175 -11.681 -1.525 2.980 2.347
O -10.474 -24.627 -12.271 2.849 0.047 -1.718
C -9.254 -23.992 -12.139 -3.072 7.091 8.811
O -9.070 -22.973 -11.122 -1.377 -5.977 -5.892
O -8.307 -24.314 -12.876 -1.977 -2.369 -3.091
C -7.031 -24.124 -12.473 3.998 -1.118 -0.205
H -11.466 -23.746 -10.659 0.242 -0.676 -0.757
H -12.407 -24.966 -11.537 0.791 -0.110 -0.572
H -12.203 -23.263 -12.140 1.272 -1.585 -0.237
H -6.290 -24.512 -13.223 -1.158 0.098 0.474
H -6.836 -24.654 -11.564 0.001 -0.419 0.592
H -6.768 -23.136 -12.298 0.044 2.056 0.327
C -0.437 -23.753 -2.386 -2.170 1.887 1.318
O -1.545 -23.091 -3.167 -0.602 0.164 0.393
C -2.073 -23.580 -4.268 4.621 -6.249 -2.160
O -1.514 -24.741 -4.888 -3.326 6.514 3.630
O -3.089 -22.908 -4.791 2.124 0.209 3.207
C -3.528 -23.590 -5.897 -2.235 0.912 -1.510
H 0.029 -22.947 -1.794 -0.400 -0.042 -0.605
H 0.221 -24.111 -3.071 1.875 -1.384 -1.883
H -0.802 -24.469 -1.641 -0.455 -0.084 -0.766
H -2.861 -23.399 -6.678 0.930 -0.172 -1.450
H -4.496 -23.189 -6.155 -0.198 0.244 0.008
H -3.622 -24.593 -5.658 -0.109 -2.002 0.018
C -1.053 -26.767 -6.930 1.033 -4.423 0.015
O -2.100 -26.013 -7.411 -4.625 1.573 -1.402
C -3.354 -26.591 -7.608 0.666 -7.977 2.156
O -3.603 -27.958 -7.242 1.519 8.369 -2.058
O -4.282 -25.867 -8.212 2.752 0.628 0.082
C -5.474 -26.487 -8.654 -0.422 -2.325 1.944
H -0.054 -26.324 -6.826 -0.932 1.018 -0.093
H -0.916 -27.599 -7.680 0.097 0.563 0.671
H -1.303 -27.321 -6.002 0.027 0.679 -0.346
H -5.421 -27.500 -9.023 1.157 -0.172 -0.557
H -6.033 -25.915 -9.319 -0.383 1.507 -0.938
H -6.014 -26.690 -7.751 -0.874 0.335 0.527
C 0.422 -23.295 -7.924 0.841 0.485 0.708
O 0.795 -24.343 -8.770 2.612 -1.935 -3.292
C 1.845 -24.219 -9.636 4.697 5.157 -0.584
O 2.786 -23.150 -9.716 -5.885 -6.232 1.142
O 1.953 -25.242 -10.494 -2.325 0.744 2.406
C 3.132 -25.517 -11.217 0.269 0.172 0.065
H 1.328 -22.698 -7.760 -0.503 0.220 0.297
H 0.056 -23.791 -7.013 0.027 0.500 -0.207
H -0.336 -22.753 -8.459 -0.456 0.549 0.182
H 3.881 -25.933 -10.484 -0.527 0.357 -1.356
H 3.412 -24.633 -11.757 0.865 0.707 0.331
H 2.777 -26.140 -12.036 0.353 -0.827 0.498
C -6.116 -23.181 -8.688 -3.285 -1.036 -1.179
O -4.825 -22.854 -8.490 3.863 1.781 -0.677
C -4.087 -22.520 -9.526 -2.883 -0.652 -6.686
O -4.571 -22.631 -10.880 3.382 0.986 8.256
O -2.884 -22.092 -9.136 -2.237 -1.225 1.120
C -2.259 -21.282 -10.047 2.389 -0.662 -3.390
H -6.311 -23.861 -7.902 -0.761 -0.551 0.769
H -6.282 -23.705 -9.622 0.131 -0.026 -0.190
H -6.840 -22.353 -8.702 0.553 0.066 0.251
H -2.745 -20.379 -10.227 -1.472 1.442 -0.167
H -2.200 -21.835 -11.042 0.252 0.865 1.202
H -1.273 -20.960 -9.712 0.055 -0.704 0.302
C -3.699 -23.287 -14.274 -0.096 0.040 1.335
O -2.619 -23.505 -13.374 0.704 -0.016 1.392
C -2.793 -24.370 -12.380 -8.189 -4.447 -3.719
O -3.860 -25.222 -12.416 5.472 4.219 0.643
O -1.858 -24.364 -11.553 2.308 0.339 1.535
C -1.967 -25.213 -10.425 -1.292 -0.618 1.591
H -4.593 -22.963 -13.758 -0.459 -0.931 0.420
H -3.774 -24.124 -14.931 -0.473 -0.322 -0.501
H -3.435 -22.375 -14.698 0.835 1.239 -1.664
H -1.502 -26.209 -10.560 -0.072 0.762 -0.169
H -3.036 -25.344 -10.148 0.670 -0.086 -0.653
H -1.564 -24.670 -9.570 0.529 -0.186 -0.326
C -3.973 -27.171 -3.958 3.404 -0.653 -0.157
O -4.563 -25.990 -3.614 -2.095 2.624 0.078
C -4.183 -25.290 -2.581 6.116 -2.295 4.259
O -3.106 -25.631 -1.786 -5.982 2.024 -4.318
O -4.940 -24.234 -2.397 -0.696 -1.588 -1.293
C -4.561 -23.306 -1.451 0.746 0.717 2.012
H -4.417 -27.687 -4.765 -0.951 0.218 -1.117
H -4.020 -27.806 -3.131 0.235 -1.217 1.442
H -2.903 -26.969 -4.216 -0.727 -0.325 0.183
H -4.610 -23.630 -0.406 -0.347 -0.585 -0.240
H -5.204 -22.453 -1.532 -0.233 0.419 -0.406
H -3.532 -23.071 -1.585 0.766 0.607 -0.310
C 5.394 -26.210 -8.117 -0.702 -0.396 -3.115
C 4.087 -26.115 -7.409 -1.858 -1.434 0.272
C 4.020 -24.919 -6.516 1.509 0.029 0.654
C 2.829 -24.896 -5.757 -5.453 0.397 3.627
N 1.817 -24.848 -5.129 3.981 -0.258 -2.416
H 5.430 -25.342 -8.873 0.345 -1.115 1.213
H 5.306 -27.138 -8.750 0.532 0.789 0.468
H 6.299 -26.275 -7.548 0.305 0.146 0.548
H 3.763 -26.969 -6.768 0.972 0.061 -0.441
H 3.243 -26.153 -8.163 0.851 0.597 0.645
H 4.027 -24.032 -7.087 0.258 1.278 -0.773
H 4.900 -24.886 -5.813 -0.771 -0.086 -0.642
C -6.963 -24.419 -5.071 -0.292 -0.481 -1.361
C -8.411 -25.070 -5.109 1.187 0.857 2.144
C -8.733 -26.133 -6.142 -0.028 1.287 -0.180
C -8.671 -25.583 -7.526 -0.010 -1.854 3.146
N -8.591 -25.234 -8.596 0.146 0.895 -2.363
H -6.096 -25.077 -5.160 -0.499 -0.716 0.191
H -6.753 -23.866 -4.160 -0.444 0.202 -0.003
H -6.797 -23.785 -5.953 -0.462 0.276 0.419
H -9.115 -24.263 -5.267 -0.151 0.340 0.079
H -8.598 -25.412 -4.038 0.010 -0.068 -1.496
H -9.694 -26.547 -5.947 -1.309 0.236 -0.104
H -8.176 -27.006 -5.969 1.613 -1.026 -0.485
C 0.275 -28.944 -1.032 -2.018 0.978 0.426
C -0.591 -27.950 -1.861 1.738 0.628 -0.274
C 0.277 -27.211 -2.960 -0.854 -1.525 -1.825
C 1.215 -28.181 -3.713 0.958 -0.512 -1.525
N 1.890 -28.859 -4.408 -2.122 2.071 2.381
H 1.220 -28.584 -0.718 1.019 0.928 -0.099
H 0.461 -29.870 -1.493 -0.013 -1.247 -0.801
H -0.243 -29.104 -0.087 -0.195 -0.381 0.021
H -0.890 -27.159 -1.218 0.009 0.929 0.903
H -1.594 -28.255 -2.145 0.346 -0.862 -0.731
H 0.827 -26.398 -2.529 0.766 0.011 0.418
H -0.304 -26.664 -3.776 0.345 -0.887 0.978
```
Forces are in eV/Å.

## Properties
HOMO   -9.40 eV
Structure (SMILES)   COC(=O)OC.COC(=O)OC.COC(=O)OC.COC(=O)OC.COC(=O)OC.COC(=O)OC.COC(=O)OC.CCCC#N.CCCC#N.CCCC#N
HOMO-LUMO gap   0.363 hartree

Mulliken population analysis, charges in e, atoms 1 to 8:
1 C -0.651
2 O -0.314
3 C 0.775
4 O -0.641
5 O -0.362
6 C -0.352
7 H 0.282
8 H 0.289

---

Record 2
Entry from the Open Molecules 2025 dataset: one molecule with the formula C6H13NO (wB97M-V/def2-TZVPD).

Geometry as XYZ:
```
21
Properties=species:S:1:pos:R:3:forces:R:3
C -2.128 -0.256 -0.346 0.337 0.629 0.004
C -0.752 -0.891 -0.337 1.488 -0.477 -1.740
N 0.476 -0.056 -0.200 -0.188 0.273 0.886
C 0.363 1.371 0.145 -0.109 -1.341 -0.613
C -0.413 1.714 1.421 -0.335 1.136 0.523
C 1.703 -0.792 0.105 -0.645 0.087 -0.787
C 1.996 -1.625 -1.172 -0.608 0.708 0.702
O 2.846 -1.417 -1.986 0.435 0.024 0.038
H -2.134 0.516 -1.118 -0.050 0.221 0.190
H -2.867 -0.972 -0.690 -0.017 -0.326 0.185
H -2.446 0.179 0.601 0.001 -0.087 -0.072
H -0.597 -1.238 -1.380 -0.709 -0.442 0.441
H -0.661 -1.805 0.272 -0.217 0.370 0.319
H -0.098 1.754 -0.772 -0.264 0.757 0.516
H 1.369 1.797 0.157 -0.047 -0.155 0.092
H -0.703 0.935 2.129 0.133 -0.476 -0.627
H 0.111 2.414 2.066 0.570 0.139 -0.062
H -1.309 2.290 1.184 -0.245 -0.296 -0.128
H 1.552 -1.473 0.943 0.142 -0.259 0.330
H 2.489 -0.073 0.332 0.137 -0.192 -0.136
H 1.202 -2.374 -1.354 0.190 -0.294 -0.063
```
Forces are in eV/Å.

## Properties
HOMO   -7.93 eV
Structure (SMILES)   CCN(CC)CC=O
HOMO-LUMO gap   0.326 hartree
Energy above the lowest of the compared OMol25 structures with the same formula, charge and spin   58.33 kcal/mol

Mulliken population analysis, charges in e, atoms 1 to 8:
1 C -1.275
2 C -0.452
3 N 0.047
4 C -0.698
5 C -1.249
6 C -0.626
7 C 0.076
8 O -0.469

---

Record 3
Entry from the Open Molecules 2025 dataset: a 16-piece molecular cluster, CH32NO17 overall (wB97M-V/def2-TZVPD).

Geometry as XYZ:
```
51
Properties=species:S:1:pos:R:3:forces:R:3
N 1.924 -3.056 0.668 -1.737 -0.405 0.565
H 2.340 -3.272 -0.199 0.533 -0.126 -1.361
H 1.590 -3.851 1.148 -1.250 -2.074 -0.218
H 1.069 -2.495 0.572 0.385 0.668 0.095
H 2.548 -2.837 1.390 1.496 2.458 0.824
C -0.382 0.108 -0.003 0.614 -4.218 -1.834
O -0.673 -0.254 -1.262 -0.676 2.073 2.879
O 0.756 0.646 0.140 -1.138 0.902 0.517
O -1.037 -0.415 1.009 2.013 2.019 -2.578
O -0.863 -0.928 -4.466 -1.426 -1.399 -0.238
H -0.247 -0.645 -3.816 1.106 0.599 0.793
H -0.677 -0.411 -5.230 0.265 0.670 -0.738
O -2.981 -1.436 -1.414 -0.569 0.376 -0.736
H -2.129 -1.066 -1.096 -0.452 0.037 -0.442
H -3.186 -0.866 -2.193 0.371 -0.715 0.852
O 3.087 -0.323 0.307 0.607 -1.861 -0.249
H 2.153 -0.116 0.230 -0.818 -0.218 -0.080
H 3.406 0.559 0.257 0.932 1.285 0.385
O -1.497 -2.857 1.206 0.607 -1.344 0.250
H -1.666 -3.167 0.325 -0.483 -0.671 -0.732
H -1.297 -1.940 1.002 -0.147 0.887 0.376
O -1.983 2.434 3.393 -0.694 0.319 0.377
H -1.131 2.587 3.025 1.611 1.091 -0.160
H -2.052 1.575 2.986 -1.186 -1.134 0.286
O 0.506 2.166 2.231 -1.155 1.189 0.084
H 1.300 1.941 2.674 1.121 -0.261 0.547
H 0.447 1.617 1.442 0.424 -0.162 -0.124
O -1.790 2.192 -2.020 -0.342 0.332 -0.551
H -1.300 1.469 -1.631 0.181 -0.627 -0.193
H -1.903 2.803 -1.300 -0.149 0.501 0.457
O 1.087 0.572 -3.077 0.615 0.210 -1.386
H 1.972 0.856 -2.842 -0.241 -0.199 0.219
H 0.550 0.406 -2.299 -0.169 -0.077 0.908
O 3.425 2.334 1.052 2.955 -0.875 1.458
H 2.821 2.668 0.430 -2.152 1.124 -1.530
H 4.291 2.426 0.611 -0.464 0.119 0.542
O -3.015 1.157 0.719 -2.599 1.468 -1.684
H -3.336 1.100 -0.219 0.559 -0.050 1.319
H -2.166 0.758 0.730 0.680 -0.699 0.114
O -2.663 -0.340 3.002 -1.889 0.068 0.202
H -2.103 -0.472 2.236 0.098 -0.169 0.085
H -3.545 -0.176 2.576 1.269 -0.121 0.624
O 0.288 -2.429 -1.891 1.931 -1.857 0.631
H -0.256 -2.764 -2.575 -0.776 -0.729 -1.171
H -0.163 -1.637 -1.634 -0.574 1.485 0.499
O 1.090 -0.850 2.524 1.131 -1.038 0.831
H 0.415 -0.611 1.906 -1.774 0.005 -0.269
H 1.676 -0.125 2.348 1.034 0.360 0.203
O 1.721 2.727 -0.920 0.972 0.079 -0.832
H 1.136 1.968 -0.703 0.071 0.160 0.136
H 2.464 2.271 -1.367 -0.724 0.542 0.050
```
Forces are in eV/Å.

## Properties
HOMO   -6.58 eV
Net charge   -1
HOMO-LUMO gap   0.308 hartree
Energy above the lowest of the compared OMol25 structures with the same formula, charge and spin   0.13 kcal/mol

Mulliken population analysis, charges in e, atoms 1 to 8:
1 N -0.150
2 H 0.357
3 H 0.351
4 H 0.047
5 H 0.344
6 C 0.817
7 O -1.339
8 O 0.349